[1]
The following is a DFT calculation (wB97M-V/def2-TZVPD) of a molecular structure, C4H6MnO.

Each line ends with the Mulliken spin population.
Atoms and positions in Å:
O: 1.295 -0.788 -0.258  0.106
C: 0.674 0.305 1.608  -0.177
C: -0.292 1.113 0.932  0.016
H: 0.203 -0.248 2.442  -0.007
H: 0.058 2.069 0.516  0.007
H: -1.349 0.976 1.206  -0.003
Mn: 2.496 -0.112 0.899  4.991
C: -0.022 -0.089 -1.059  0.007
C: -1.006 -0.945 -1.390  0.055
H: 0.365 0.632 -1.791  -0.003
H: -1.228 -1.737 -0.665  0.001
H: -1.194 -1.177 -2.440  0.005

Properties
⟨S²⟩: 8.80
HOMO energy (alpha / beta) in eV: -7.4 / -7.6
Total charge: 0
E_LUMO (alpha / beta) in eV: -1.008 / -1.098
2S+1: 6
Largest force on an atom in eV Å⁻¹: 4.15

---

[2]
The following is a DFT calculation (wB97M-V/def2-TZVPD) of a gas-phase ion, C4H6N (charge +1).

Each line ends with the Löwdin charge.
Atoms and positions in Å:
C: 1.344 -2.260 -0.644  0.159
C: 1.161 -1.079 -0.616  -0.050
C: -0.357 2.002 0.591  0.170
C: -0.085 -0.411 -0.179  -0.194
N: -0.434 0.752 0.508  0.030
H: 1.806 -3.115 -0.981  0.045
H: 0.434 2.822 0.244  0.176
H: -1.337 2.620 0.795  0.168
H: -0.835 -0.517 -1.094  0.212
H: -0.470 -1.246 0.411  0.138
H: -1.228 0.431 0.966  0.145

Properties
HOMO energy in eV: -14.6
Total charge: +1
E_LUMO in eV: -5.747
2S+1: 1
Structure (SMILES): C#CC[NH+]=C
Energy relative to the best compared isomer or geometry (same formula, charge and spin) in kJ/mol: 417.4
Largest force on an atom in eV Å⁻¹: 5.79

---

[3]
The following is a DFT calculation (wB97M-V/def2-TZVPD) of C4H6N2 in the gas phase.

Each line ends with the Löwdin charge.
Atoms and positions in Å:
C: -1.160 0.834 -0.006  -0.048
C: -0.556 -0.492 0.435  -0.296
N: 0.156 -1.391 -0.494  0.049
C: 0.924 -0.641 0.495  -0.270
C: 1.734 0.410 -0.098  -0.193
N: 2.370 1.173 -0.690  0.155
H: -0.567 1.244 -0.835  0.075
H: -2.195 0.691 -0.330  0.076
H: -1.173 1.624 0.761  0.085
H: -1.130 -1.282 0.882  0.129
H: 0.179 -0.989 -1.420  0.099
H: 1.420 -1.180 1.300  0.138

Properties
HOMO energy in eV: -10.2
Total charge: 0
E_LUMO in eV: 0.994
2S+1: 1
Structure (SMILES): C[C@H]1N[C@H]1C#N
Energy relative to the best compared isomer or geometry (same formula, charge and spin) in kJ/mol: 192.5
Largest force on an atom in eV Å⁻¹: 1.96

---

[4]
The following is a DFT calculation (wB97M-V/def2-TZVPD) of 2 unconnected molecules or ions with the total composition C4H6N2.

Each line ends with the Löwdin charge.
Atoms and positions in Å:
C: 0.980 -1.542 -2.062  0.138
C: 0.247 -1.051 -1.235  -0.143
C: -0.547 1.216 -0.360  -0.034
C: -0.166 -0.250 -0.188  -0.410
N: 0.424 0.620 0.658  -0.144
N: 0.134 0.599 2.061  0.053
H: 1.413 -2.075 -2.891  0.035
H: -0.189 1.901 -1.106  0.091
H: -1.577 1.479 -0.075  0.098
H: -1.115 -1.269 0.601  0.215
H: -0.583 -0.138 2.039  0.044
H: 0.981 0.512 2.560  0.059

Properties
HOMO energy in eV: -9.3
Total charge: 0
E_LUMO in eV: 0.733
2S+1: 1
Energy relative to the best compared isomer or geometry (same formula, charge and spin) in kJ/mol: 678.6
Largest force on an atom in eV Å⁻¹: 5.47